{
  "formula": "C30H78O27S8",
  "method": "ωB97M-V/def2-TZVPD",
  "elements": ["H", "H", "O", "C", "C", "O", "H", "C", "O", "O", "H", "H", "H", "H", "C", "O", "H", "H", "O", "H", "H", "C", "S", "C", "H", "H", "H", "H", "C", "O", "H", "S", "O", "H", "S", "O", "C", "H", "C", "C", "H", "H", "O", "C", "C", "O", "H", "O", "H", "O", "H", "H", "H", "C", "H", "H", "S", "C", "O", "H", "H", "H", "O", "H", "H", "H", "S", "H", "H", "O", "H", "C", "H", "H", "O", "C", "O", "C", "C", "H", "C", "H", "H", "H", "H", "H", "S", "S", "H", "H", "O", "H", "H", "H", "C", "H", "H", "H", "H", "O", "H", "C", "H", "H", "H", "C", "O", "O", "C", "H", "H", "H", "O", "H", "C", "H", "C", "H", "H", "S", "H", "H", "H", "O", "H", "H", "H", "H", "H", "C", "C", "O", "O", "C", "C", "H", "H", "H", "O", "C", "H", "H", "H"],
  "positions_angstrom": [[3.140, 0.975, -4.726], [-0.092, -7.185, 7.327], [1.245, 7.081, 2.410], [5.005, -0.446, -2.898], [6.184, 0.042, 3.124], [-2.734, -1.632, -4.949], [1.109, 0.184, 2.262], [4.578, 2.997, 1.169], [-5.106, 6.594, -3.712], [-3.568, -4.640, 0.014], [0.369, -2.778, -0.769], [2.378, 4.635, 2.530], [-0.577, -6.582, 5.776], [1.764, 1.687, -3.962], [-4.125, 2.516, -3.013], [-2.268, -3.729, -6.188], [-2.132, 0.469, -1.524], [-1.176, -3.712, 4.228], [3.079, 7.147, 3.955], [0.319, -3.264, -4.888], [0.400, -5.560, 6.960], [-2.264, 2.360, 2.288], [-1.636, -2.524, -5.751], [2.286, -3.730, -1.008], [2.686, -4.595, -4.527], [-1.396, -0.009, -3.048], [2.471, -4.315, -0.100], [-0.599, -0.583, -1.654], [-3.765, -2.326, -4.217], [-1.520, -4.873, 8.766], [-2.306, 6.368, -2.928], [2.351, -5.848, -2.578], [1.629, -4.549, -1.983], [-0.517, 7.623, 1.599], [5.056, 2.364, 2.793], [-2.306, -2.485, 0.410], [-1.179, 0.273, -2.013], [-1.863, -2.556, 6.993], [-1.005, -4.685, 0.824], [-0.063, 5.738, 0.807], [2.322, 4.304, 4.345], [1.448, -1.999, -1.829], [0.747, 6.723, 4.811], [-0.555, 1.080, 3.348], [5.569, -1.340, 3.013], [6.206, 3.020, 3.326], [3.778, 3.719, 1.296], [3.829, 1.791, -2.039], [-4.339, -0.135, 0.026], [5.456, 0.906, 2.239], [-4.646, 4.207, -4.191], [-5.570, -1.769, -3.271], [-0.351, -5.255, 0.169], [3.392, -5.036, -3.829], [-5.349, -1.408, -0.290], [5.226, -0.093, -3.902], [-2.304, -3.997, -0.215], [-0.571, -2.982, -4.325], [-0.352, 1.415, -2.147], [-4.203, -2.773, 1.247], [0.774, 2.828, -1.311], [-2.438, 3.022, 3.144], [-5.371, 6.834, -1.260], [-0.994, 5.167, 0.806], [-0.450, -2.112, -3.696], [1.420, 0.830, -0.078], [1.778, 6.545, 3.826], [4.117, -4.347, -3.413], [-3.267, 2.234, 1.862], [3.143, -6.402, -1.517], [7.220, -0.050, 2.787], [-0.020, 2.150, -0.999], [-0.723, 6.308, 2.784], [6.261, -2.071, 3.442], [1.349, -6.596, -3.267], [1.891, 4.802, 3.478], [-2.265, -4.504, 6.432], [-1.501, -2.877, 4.844], [-4.875, -1.318, -3.981], [6.188, 0.363, 4.164], [1.420, -2.505, -0.861], [-0.608, -3.848, 1.386], [-2.982, 4.262, -3.567], [-3.338, 2.186, -2.335], [5.272, -1.609, 2.004], [0.850, 4.475, 3.475], [-4.629, 6.349, -2.384], [-1.879, -5.589, 7.577], [-0.479, -3.506, 6.658], [-0.060, 6.356, -0.095], [3.479, -0.355, -0.840], [-5.072, 2.269, -2.530], [-1.088, -3.852, -3.937], [0.759, 5.038, 0.677], [1.308, -0.084, -5.092], [4.262, 2.123, 0.616], [-4.089, -3.230, -4.731], [-2.828, 7.976, -2.293], [-0.229, 0.448, 0.258], [3.901, 2.199, 3.641], [-1.457, -5.400, 1.511], [2.214, 0.720, -4.198], [5.889, -0.287, -2.283], [1.552, 1.600, 3.074], [5.465, 3.495, 0.788], [-4.013, 3.982, -3.328], [-4.462, 4.743, -2.201], [-0.934, -1.630, -6.623], [-2.938, 6.900, -2.215], [-3.342, -1.322, 1.743], [-4.430, -0.486, -3.425], [0.290, -0.079, -4.712], [-1.810, -3.912, -1.561], [1.703, -1.795, -0.092], [0.721, 1.181, 2.495], [-3.363, -2.641, -3.248], [0.464, 1.297, 0.182], [4.706, -1.491, -2.913], [3.896, -5.855, -4.343], [3.644, 0.381, -2.056], [-3.796, -1.276, -1.192], [-0.504, 1.779, 4.192], [-0.530, 0.089, 3.811], [0.564, 2.044, 1.372], [-1.079, -1.900, 4.621], [-2.546, -2.651, 4.590], [-1.689, 2.780, 1.463], [1.298, 0.250, -6.130], [1.693, -1.101, -5.206], [-1.494, -3.308, 6.295], [-0.079, 6.715, 2.008], [2.429, -0.047, -3.012], [-2.941, -6.536, 7.563], [-3.561, -1.966, 0.894], [-4.277, -1.204, -0.222], [-4.126, 1.989, -3.967], [-0.892, 2.720, -0.644], [-2.578, 6.554, -1.245], [-1.812, 1.099, 2.723], [-0.401, -6.278, 6.802], [-5.278, -0.927, -4.909], [4.692, -1.416, 3.664], [3.321, -3.544, -1.328]],
  "lowdin_charge": [0.120, 0.073, -0.251, -0.095, -0.263, -0.276, 0.124, -0.071, -0.278, -0.269, 0.050, 0.045, 0.072, 0.120, -0.061, -0.275, 0.078, 0.074, -0.269, 0.059, 0.061, -0.097, 0.614, -0.252, 0.059, 0.080, 0.119, 0.079, -0.261, -0.273, 0.063, 0.589, -0.282, 0.120, 0.606, -0.279, -0.085, 0.126, -0.090, -0.064, 0.078, 0.064, -0.281, -0.185, -0.070, -0.263, 0.050, -0.257, 0.072, -0.277, 0.118, 0.085, 0.068, -0.098, 0.084, 0.071, 0.619, -0.091, -0.185, 0.107, 0.129, 0.096, -0.269, 0.066, 0.041, 0.107, 0.604, 0.055, 0.089, -0.276, 0.122, -0.178, 0.112, 0.081, -0.258, -0.115, -0.269, -0.050, -0.058, 0.123, -0.059, 0.060, 0.118, 0.058, 0.075, 0.067, 0.599, 0.601, 0.105, 0.068, -0.288, 0.091, 0.056, 0.063, -0.059, 0.043, 0.118, 0.077, 0.120, -0.298, 0.072, -0.267, 0.075, 0.103, 0.078, -0.276, -0.257, -0.278, -0.118, 0.113, 0.051, 0.061, -0.290, 0.072, -0.160, 0.096, -0.196, 0.057, 0.072, 0.570, 0.052, 0.125, 0.100, -0.143, 0.060, 0.086, 0.058, 0.093, 0.082, -0.281, -0.249, -0.265, -0.260, -0.236, -0.055, 0.085, 0.114, 0.057, -0.176, -0.115, 0.086, 0.078, 0.111],
  "relative_energy_ev": 0.0000,
  "max_force_ev_per_a": 2.532,
  "smiles": "CCOS(C)(=O)=O.CCOS(C)(=O)=O.CCOS(C)(=O)=O.CCOS(C)(=O)=O.CCOS(C)(=O)=O.CCOS(C)(=O)=O.CCOS(C)(=O)=O.CCOS(C)(=O)=O.COCCOCCOC",
  "orbital_gap_ha": 0.3582,
  "energy_ha": -6406.606264,
  "e_lumo_ev": -0.3
}

{
  "formula": "C31H31BCrN13O2",
  "method": "ωB97M-V/def2-TZVPD",
  "elements": ["N", "C", "H", "H", "N", "C", "H", "H", "C", "B", "C", "C", "C", "H", "C", "C", "N", "H", "N", "H", "H", "C", "H", "H", "H", "N", "H", "H", "H", "H", "H", "H", "N", "H", "C", "H", "C", "H", "H", "C", "H", "O", "N", "H", "C", "H", "H", "C", "O", "C", "H", "N", "N", "C", "N", "C", "H", "N", "C", "C", "N", "C", "C", "C", "C", "C", "C", "C", "C", "C", "H", "C", "N", "C", "H", "H", "H", "C", "Cr"],
  "positions_angstrom": [[1.842, -4.428, 1.601], [-2.655, -1.490, 3.024], [-0.742, 3.715, 0.239], [0.883, -4.325, -0.989], [-0.342, 2.016, 1.408], [0.123, 4.047, -3.676], [2.841, 0.630, -0.813], [-1.376, -4.765, 1.216], [-3.392, 2.739, -2.645], [0.379, -2.496, 1.111], [0.403, -2.836, -2.594], [-2.011, 3.021, -2.716], [2.519, -1.724, 2.458], [-0.378, -1.085, -4.442], [3.020, 2.176, -2.323], [2.333, 3.104, -3.066], [-1.374, -0.676, 1.379], [-3.424, -1.582, 3.771], [0.334, -2.375, -0.440], [-0.282, 3.062, 4.464], [0.513, -3.356, -3.529], [-3.833, 1.701, -1.836], [4.051, -0.327, 3.217], [-3.357, 1.219, 3.195], [-0.012, 0.941, 3.109], [0.571, -3.923, 1.490], [0.533, 4.738, -4.394], [-3.226, 0.163, -0.451], [2.726, -2.704, 2.852], [2.920, -7.079, 2.758], [4.089, 2.057, -2.427], [-0.043, -7.118, 1.434], [1.505, -1.546, 1.612], [-4.210, 0.691, 1.763], [-1.704, -2.425, 2.682], [3.824, -6.055, 1.637], [-0.585, 3.317, 1.228], [-0.773, 5.038, 2.618], [2.842, 3.747, -3.772], [2.844, 1.832, 1.638], [-1.257, -0.043, -3.337], [-1.401, 5.777, -4.898], [-1.611, 1.280, -1.101], [3.807, 1.922, 1.134], [1.716, -5.741, 1.603], [-4.086, 3.309, -3.240], [-1.507, -3.400, 3.094], [-1.160, 2.222, -1.915], [-3.313, 5.005, -4.222], [-2.422, -0.403, 2.187], [2.895, -7.435, 1.036], [-0.015, -1.236, -1.094], [1.005, 1.470, -1.248], [0.589, -3.343, -1.322], [-0.954, -1.937, 1.690], [-0.326, -4.945, 1.377], [2.106, 2.385, 1.063], [-0.208, 1.858, 2.734], [-1.376, 4.003, -3.522], [0.361, -6.121, 1.464], [-2.093, 4.999, -4.256], [2.491, 0.391, 1.825], [3.176, -0.518, 2.621], [-2.931, 0.990, -1.079], [-0.602, 3.991, 2.447], [-0.303, -0.543, -3.502], [0.317, 2.324, -1.998], [2.908, -6.627, 1.766], [0.919, 3.196, -2.933], [-3.214, 0.866, 2.174], [-2.742, 1.660, 1.605], [2.335, 1.369, -1.416], [1.459, -0.238, 1.217], [0.023, -1.513, -2.414], [2.951, 2.316, 2.609], [0.479, 0.208, -3.629], [-4.882, 1.445, -1.801], [-0.358, 3.015, 3.391], [-0.150, 0.401, 0.096]],
  "lowdin_spin": [0.000, 0.003, 0.002, 0.001, -0.011, 0.460, 0.006, 0.000, 0.117, 0.001, 0.004, 0.028, 0.013, 0.000, -0.012, 0.134, -0.012, 0.000, 0.004, 0.001, 0.000, -0.001, 0.000, 0.000, 0.000, 0.000, 0.018, 0.005, 0.001, 0.000, -0.003, 0.000, 0.003, 0.001, 0.011, 0.000, 0.010, 0.000, 0.004, 0.005, 0.001, 0.146, 0.015, 0.001, 0.000, 0.006, 0.001, 0.088, 0.036, 0.007, 0.000, -0.014, -0.006, 0.014, 0.003, 0.000, 0.002, 0.001, 0.457, 0.000, 0.054, 0.007, 0.004, 0.114, 0.003, 0.003, 0.137, 0.000, 0.055, 0.003, 0.001, 0.151, -0.012, 0.008, 0.001, 0.001, -0.002, 0.011, 2.913],
  "relative_energy_ev": 0.0000,
  "max_force_ev_per_a": 0.397,
  "multiplicity": 6,
  "s2": 8.839,
  "orbital_gap_ha": [0.2150, 0.1694],
  "charge": 2,
  "energy_ha": -3131.124582,
  "e_lumo_ev": [-6.7, -9.1]
}

{
  "formula": "C2H12O3S",
  "method": "ωB97M-V/def2-TZVPD",
  "elements": ["H", "C", "H", "S", "H", "H", "H", "H", "H", "O", "C", "O", "H", "H", "H", "H", "O", "H"],
  "positions_angstrom": [[-3.739, 1.554, -0.193], [0.674, 0.712, 0.972], [-0.672, 1.030, -2.004], [-0.701, -1.267, -0.524], [3.975, -2.096, 1.146], [0.074, 1.162, 1.769], [1.703, 0.927, 1.259], [-2.304, 1.313, -0.704], [-0.159, -1.080, 1.816], [-1.359, 1.656, -2.278], [0.345, -0.778, 0.901], [3.604, -2.339, 0.294], [3.802, -1.633, -0.326], [1.218, -1.416, 0.778], [-1.886, 1.177, -2.926], [0.333, 1.294, 0.117], [-2.993, 0.952, -0.117], [-1.916, -1.168, 0.021]],
  "lowdin_charge": [0.034, -0.162, -0.008, 0.715, 0.036, 0.070, 0.065, -0.022, 0.067, -0.079, -0.571, -0.054, 0.036, 0.025, 0.058, 0.046, -0.109, -0.146],
  "relative_energy_ev": 0.4971,
  "max_force_ev_per_a": 1.176,
  "smiles": "CCS.O.O.O",
  "orbital_gap_ha": 0.3531,
  "energy_ha": -707.286277,
  "e_lumo_ev": 0.6
}

{
  "formula": "C2H5OPS",
  "method": "ωB97M-V/def2-TZVPD",
  "elements": ["H", "H", "C", "H", "S", "H", "P", "C", "O", "H"],
  "positions_angstrom": [[-0.996, -0.703, 1.483], [1.860, 1.535, -0.027], [1.394, 0.576, 0.399], [-0.222, 0.623, -1.757], [-2.501, 0.989, 0.122], [1.559, 0.500, 1.482], [-0.176, 0.580, -0.345], [-1.354, -0.529, 0.455], [-1.631, -1.797, -0.173], [-2.242, -1.596, -0.851]],
  "lowdin_charge": [0.084, -0.003, -0.275, 0.014, 0.417, -0.002, 0.709, -0.867, -0.115, 0.038],
  "relative_energy_ev": 3.0182,
  "max_force_ev_per_a": 3.539,
  "smiles": "C=[P@@H]1S[C@H]1O",
  "orbital_gap_ha": 0.2908,
  "energy_ha": -893.861900,
  "e_lumo_ev": -0.6
}